# 1
12
Properties=species:S:1:pos:R:3:forces:R:3:lowdin_charge:R:1 method="wB97M-V/def2-TZVPD" orbital_gap_ev=9.86 relative_energy_ev=3.395 homo_energy_ev=-9.237 e_tot_ha=-319.58746 spin_multiplicity=1
N 1.642319 -0.698037 1.846323 -1.22 0.91 0.09 0.136
C 0.659368 -0.106453 1.660419 0.17 -0.82 -0.38 -0.188
C 0.331863 0.165143 -1.170898 0.10 0.34 0.24 -0.128
C -0.689003 -0.890341 -0.682683 0.12 -0.09 -0.02 -0.216
N -1.438180 -0.208211 0.332536 0.29 0.27 0.15 -0.012
C -0.672081 0.433834 1.140219 -0.16 -0.49 0.71 -0.244
N 0.459774 1.164098 -0.415920 0.38 0.02 -0.55 0.094
H 0.960973 -0.012166 -2.041706 -0.19 -0.08 -0.05 0.123
H -1.336429 -1.253039 -1.492317 0.17 0.14 0.21 0.109
H -0.082851 -1.742196 -0.330751 0.01 0.07 -0.04 0.115
H -1.048430 1.322588 1.645496 -0.02 -0.42 0.34 0.111
H 1.212672 1.824776 -0.490717 0.35 0.16 -0.70 0.101



# 2
85
Properties=species:S:1:pos:R:3:forces:R:3:lowdin_spin:R:1 method="wB97M-V/def2-TZVPD" orbital_gap_ev="5.36 / 5.50" relative_energy_ev=6.557 charge=+1 homo_energy_ev="-9.696 / -10.033" e_tot_ha=-6452.60848 s_squared=8.9351 spin_multiplicity=6
Fe -0.448726 -0.009678 0.141204 -2.33 -0.37 -0.42 2.923
N -4.475491 0.002491 1.135978 -0.25 0.15 0.19 -0.014
C -3.194330 0.505762 0.803031 0.14 -0.31 0.24 0.011
N -2.195170 -0.540648 0.669392 0.24 0.11 0.14 -0.081
C -2.228468 -1.576261 1.557667 -0.38 0.13 -0.14 -0.003
N -1.288315 -2.473083 1.586739 0.22 0.13 -0.15 0.007
N -0.330230 -2.071272 0.674425 0.28 0.49 0.00 0.010
C 0.426675 -2.969092 0.197036 0.33 -0.24 -0.30 0.017
C 1.400434 -2.667811 -0.868151 -0.12 -0.02 0.10 0.001
C 2.230235 -3.672451 -1.340720 0.03 -0.26 0.08 0.003
C 3.124075 -3.385908 -2.357264 0.10 -0.13 -0.03 -0.001
C 3.172528 -2.099275 -2.858219 0.00 0.09 0.01 0.003
C 2.309945 -1.154708 -2.321443 -0.18 -0.01 0.09 0.002
N 1.430146 -1.424520 -1.360757 -0.26 -0.36 -0.46 0.023
C -3.407459 -1.724613 2.421591 -0.01 0.04 -0.06 -0.006
C -3.431006 -2.657468 3.463578 0.04 -0.04 -0.03 0.000
C -4.597865 -2.886923 4.157745 -0.06 0.01 -0.01 -0.001
C -5.762876 -2.205749 3.791464 -0.02 -0.03 0.03 0.002
C -5.751126 -1.270893 2.776567 -0.03 0.08 -0.05 -0.002
C -4.558307 -0.995906 2.102888 0.03 0.04 -0.03 0.001
H -5.174412 0.044452 0.408025 0.07 -0.15 -0.05 0.000
H -3.267712 1.064571 -0.115819 -0.05 -0.02 -0.25 -0.001
H 0.305577 -3.993138 0.544867 0.06 0.02 -0.03 0.001
H 2.166900 -4.667694 -0.915782 0.01 0.06 -0.04 0.000
H 3.776655 -4.155770 -2.749002 -0.03 0.01 0.02 0.000
H 3.859134 -1.826260 -3.647342 -0.01 0.01 0.01 0.000
H 2.327074 -0.131243 -2.677248 -0.02 0.07 -0.06 0.000
H -2.527104 -3.210469 3.685734 -0.04 0.04 0.00 0.000
H -4.620336 -3.606731 4.965380 0.00 0.03 -0.03 0.000
H -6.688752 -2.401036 4.321434 0.07 0.00 -0.05 0.000
H -6.652558 -0.732440 2.502086 0.08 -0.03 0.05 0.000
Cl 1.746393 0.427795 0.575529 1.38 0.50 0.58 0.015
C 2.472038 1.870805 -0.142191 -0.13 0.02 -0.03 0.002
C 3.773036 2.139205 0.241022 0.04 -0.08 0.09 0.001
C 4.417363 3.221741 -0.332481 0.06 0.05 -0.03 0.001
C 3.761489 4.003907 -1.274337 -0.04 0.01 -0.03 0.001
C 2.459117 3.702382 -1.644488 0.08 0.05 0.01 0.003
C 1.773775 2.628715 -1.072651 -0.09 -0.08 -0.03 0.007
P 0.056106 2.162113 -1.523818 0.15 0.32 0.36 0.104
C -0.938151 3.391080 -0.644025 -0.08 0.07 -0.18 0.285
C -0.416211 4.526216 0.037210 -0.02 -0.12 -0.03 0.023
C -1.231274 5.294740 0.795431 -0.09 0.03 0.09 0.200
C -2.627933 4.850982 1.080787 0.08 -0.23 0.05 0.108
C -3.190499 4.032516 -0.043238 0.02 0.04 0.07 0.212
C -2.366105 3.284910 -0.805676 0.20 0.02 0.02 0.008
C -0.086675 2.713907 -3.256815 -0.01 -0.18 -0.05 0.036
C -0.488407 4.008228 -3.582967 0.03 0.06 -0.06 0.008
C -0.552373 4.404000 -4.913573 0.00 -0.01 0.06 0.001
C -0.221714 3.511560 -5.924276 -0.02 0.02 0.02 0.002
C 0.164624 2.216483 -5.606377 0.00 0.00 0.04 0.000
C 0.222223 1.817380 -4.279234 0.02 0.02 -0.04 0.005
H 4.275024 1.505463 0.962500 -0.04 0.04 -0.05 0.000
H 5.440162 3.441389 -0.052916 -0.05 0.01 0.00 0.000
H 4.268254 4.848660 -1.723758 -0.02 -0.04 0.00 0.000
H 1.958987 4.306314 -2.392899 0.01 -0.03 0.02 0.000
H 0.635858 4.771434 -0.045149 -0.03 -0.01 -0.03 -0.003
H -0.851565 6.183936 1.286637 -0.02 -0.07 -0.01 0.010
H -3.271629 5.697956 1.309170 -0.03 0.01 -0.02 0.009
H -4.267642 3.986281 -0.169305 0.10 -0.01 -0.01 0.012
H -2.762254 2.618771 -1.570192 0.01 0.05 0.05 -0.003
H -0.753227 4.715239 -2.804588 0.00 -0.04 -0.02 0.001
H -0.867262 5.411106 -5.157619 0.01 -0.04 0.00 0.000
H -0.279968 3.821896 -6.960434 0.01 -0.01 0.04 0.000
H 0.404225 1.511086 -6.392541 -0.01 0.02 0.04 0.000
H 0.480838 0.794088 -4.044514 0.03 -0.05 0.04 0.001
Se -1.624958 -0.643751 -2.353238 0.36 -0.16 0.13 0.084
C -3.417814 -0.390112 -2.132151 -0.29 0.04 0.19 0.015
N -4.546978 -0.204206 -1.944337 0.30 0.02 -0.03 0.018
C 0.635426 4.275062 4.347160 0.03 -0.01 0.01 0.015
C 1.358597 3.166825 3.915805 -0.02 0.06 0.03 0.000
C 0.804320 2.307234 2.991695 -0.15 0.03 -0.02 0.012
C -0.500033 2.503829 2.487974 0.02 0.06 -0.11 0.007
C -1.139719 1.546400 1.613777 0.51 0.00 0.37 0.031
C -2.573318 1.426712 1.876227 -0.37 0.15 -0.19 0.092
C -3.322496 2.633075 2.261794 -0.06 0.03 0.14 0.575
C -2.624229 3.923280 2.449095 0.00 0.00 -0.23 0.132
C -1.228308 3.638856 2.948482 0.02 -0.11 0.03 0.020
C -0.645098 4.499367 3.867185 -0.01 0.03 -0.03 0.004
H 1.066244 4.959204 5.069941 -0.03 -0.05 -0.05 0.001
H 2.345434 2.968692 4.316256 -0.06 0.01 -0.03 0.000
H 1.347486 1.422908 2.712806 0.01 -0.02 -0.01 0.001
H -2.575734 0.744843 2.759665 0.19 0.06 0.07 0.011
H -4.383693 2.528812 2.453691 0.06 0.01 -0.04 0.027
H -3.141818 4.523034 3.195729 -0.02 0.02 0.04 0.011
H -1.207293 5.360655 4.213192 0.03 -0.05 -0.01 0.000



# 3
24
Properties=species:S:1:pos:R:3:forces:R:3:lowdin_charge:R:1 method="wB97M-V/def2-TZVPD" orbital_gap_ev=9.61 relative_energy_ev=0.000 homo_energy_ev=-9.218 smiles="NC[C@@H](CS)CCS(=O)(=O)O" e_tot_ha=-1275.12324 spin_multiplicity=1
C -1.854230 0.409051 0.842364 1.34 2.63 0.72 -0.305
C -0.307766 0.651097 0.756449 0.27 -0.44 -0.80 -0.398
C 0.277093 1.402123 1.965346 -0.54 1.10 -0.72 -0.523
C 0.344089 -0.729404 0.530904 -0.27 -1.23 0.35 -0.218
C 1.478004 -0.730435 -0.503040 0.47 -0.38 -0.46 -0.249
H -3.416068 -0.095385 -0.384564 1.55 -0.17 0.04 0.098
H -1.881943 0.212691 -1.158261 -1.64 -1.26 1.75 0.101
H -2.029951 -0.216606 1.670612 -0.15 -0.74 1.48 0.098
H -2.280821 1.409669 1.095229 -0.11 -0.47 -0.27 0.119
H 0.026591 1.262964 -0.150612 -1.17 -0.57 1.00 0.128
H -0.262054 2.371170 2.123763 0.11 -1.04 0.12 0.081
H 0.296259 0.809478 2.887371 -0.08 0.16 -0.17 0.079
H 1.902810 2.677677 0.565767 -0.36 -0.36 0.48 -0.117
H -0.474114 -1.484550 0.230544 1.31 1.17 0.16 0.126
H 0.778493 -1.191943 1.465982 -0.41 0.80 -0.67 0.131
H 2.091318 -1.614190 -0.324971 0.10 -0.06 -0.31 0.100
H 2.187052 0.136193 -0.498781 -0.90 -0.55 0.12 0.088
H 0.635255 -3.012477 -2.615151 -1.89 3.18 1.39 0.195
N -2.379613 -0.244246 -0.295773 -0.23 1.11 -3.52 -0.021
O 0.049328 -2.202221 -2.208389 1.31 -2.98 -1.18 -0.213
O 1.989762 -1.099224 -3.120876 -1.26 0.83 0.99 -0.313
O -0.055029 0.231815 -2.347728 0.24 -0.44 -0.61 -0.290
S 2.008083 1.898656 1.679948 0.57 0.04 0.05 0.701
S 0.877454 -0.851904 -2.206131 1.74 -0.32 0.05 0.602